1.
# C39H44N5OP3S2SeSn

A structure of composition C39H44N5OP3S2SeSn (the ωB97M-V functional and the def2-TZVPD basis, the Open Molecules 2025 dataset).

Properties
Net charge: +2
Energy relative to the best compared isomer or geometry (same formula, charge and spin) in kcal per mole: 0.00
Highest occupied orbital energy in eV: -12.86
Kohn-Sham gap in eV: 7.87
LUMO energy in eV: -4.99
Total energy in eV: -171358.4828

The geometry in XYZ format:
```
96
Properties=species:S:1:pos:R:3:forces:R:3
Sn -0.405 0.130 -0.868 0.21 0.09 -0.09
C 3.038 1.239 0.086 -0.13 -0.04 0.07
C 2.459 0.716 1.412 0.05 -0.04 -0.16
P 1.384 -0.722 1.014 0.03 0.13 0.31
C 0.036 -0.717 2.299 -0.07 0.03 -0.07
C 0.462 -0.318 3.683 0.00 0.03 -0.04
C 0.495 -1.167 4.708 0.02 -0.13 0.01
C 0.140 -2.582 4.535 0.02 0.10 0.06
C -0.389 -3.024 3.401 -0.04 0.00 -0.08
C -0.724 -2.087 2.254 0.13 0.04 0.08
C 2.510 -2.132 1.150 -0.04 -0.07 -0.26
C 3.030 -2.617 -0.053 -0.05 0.01 0.05
C 3.971 -3.637 -0.054 -0.01 0.02 0.01
C 4.376 -4.197 1.150 0.00 0.00 0.01
C 3.857 -3.724 2.350 0.00 -0.01 0.03
C 2.937 -2.687 2.355 0.03 0.04 -0.03
P 1.646 2.019 -0.836 0.10 0.09 0.01
C 2.159 2.201 -2.560 -0.01 -0.01 -0.01
C 2.797 1.140 -3.204 -0.01 0.02 0.03
C 3.078 1.212 -4.559 0.00 0.01 0.00
C 2.708 2.337 -5.284 -0.01 0.01 0.00
C 2.056 3.387 -4.653 0.00 0.00 0.00
C 1.777 3.322 -3.296 0.00 -0.02 0.00
C 1.611 3.672 -0.090 -0.05 -0.07 -0.01
C 0.631 3.991 0.846 -0.03 0.00 -0.01
C 0.666 5.216 1.500 -0.02 -0.02 -0.01
C 1.672 6.126 1.212 0.03 -0.01 -0.02
C 2.652 5.812 0.277 0.00 0.00 0.00
C 2.629 4.586 -0.369 -0.03 0.01 0.00
H 3.480 0.427 -0.496 0.01 0.01 0.00
H 3.810 1.988 0.258 0.05 0.02 0.00
H 1.861 1.492 1.894 -0.01 0.00 0.03
H 3.245 0.401 2.098 0.02 0.01 0.02
H 0.744 0.720 3.816 -0.03 -0.02 -0.01
H 0.815 -0.826 5.685 -0.02 0.00 -0.02
H 0.328 -3.269 5.352 0.00 0.02 -0.02
H -0.670 -4.065 3.279 0.05 0.02 -0.01
H -0.469 -2.575 1.308 -0.08 -0.04 0.01
H 2.686 -2.189 -0.990 0.01 -0.02 0.00
H 4.389 -3.996 -0.986 -0.01 0.01 0.01
H 5.105 -4.997 1.158 -0.01 0.01 -0.01
H 4.185 -4.156 3.287 -0.01 0.01 -0.02
H 2.564 -2.303 3.295 -0.01 0.00 0.02
H 3.085 0.253 -2.649 0.01 0.01 -0.03
H 3.586 0.393 -5.051 -0.01 0.01 0.01
H 2.930 2.396 -6.341 0.00 0.00 0.01
H 1.765 4.263 -5.219 0.01 -0.01 0.01
H 1.270 4.146 -2.808 0.00 -0.01 -0.01
H -0.156 3.280 1.071 0.02 0.02 0.01
H -0.093 5.458 2.233 0.00 -0.01 -0.01
H 1.698 7.082 1.719 0.00 -0.01 -0.01
H 3.438 6.522 0.054 -0.01 -0.01 0.00
H 3.396 4.345 -1.096 0.00 0.01 0.01
C -5.516 -1.537 0.840 0.01 0.02 0.04
C -4.320 -1.663 1.703 0.05 0.10 0.00
N -4.284 -1.563 3.002 0.14 -0.10 -0.07
N -2.981 -1.727 3.314 -0.10 0.12 0.17
C -2.208 -1.891 2.253 0.01 -0.08 0.13
S -1.000 0.654 1.586 0.01 -0.12 0.02
N -3.047 -1.887 1.221 -0.17 -0.03 -0.30
N -2.682 -1.875 -0.126 -0.40 0.40 0.24
H -6.375 -1.317 1.468 0.00 -0.01 0.00
H -5.715 -2.460 0.292 0.02 0.00 0.01
H -5.383 -0.723 0.125 0.00 -0.01 0.00
H -2.673 -1.680 4.275 -0.01 -0.04 0.00
H -3.464 -2.209 -0.675 -0.02 -0.05 -0.02
H -1.846 -2.450 -0.288 0.14 -0.25 -0.11
C 1.089 -4.396 -2.683 0.01 0.07 -0.03
P -0.073 -4.411 -1.321 0.03 0.04 -0.04
C 0.592 -5.496 -0.060 0.03 -0.02 0.04
C -1.557 -5.196 -1.954 -0.04 -0.01 0.01
O -0.353 -3.023 -0.780 0.14 -0.26 -0.03
H 1.130 -5.374 -3.163 0.01 0.02 0.01
H 2.083 -4.133 -2.324 -0.01 0.01 -0.02
H 0.755 -3.651 -3.407 0.04 -0.03 -0.02
H 0.928 -6.441 -0.492 -0.01 0.02 0.02
H -0.179 -5.705 0.684 0.02 0.00 0.01
H 1.436 -4.999 0.422 0.00 -0.03 0.00
H -1.341 -6.196 -2.333 0.00 0.04 0.02
H -1.962 -4.588 -2.764 -0.02 -0.02 0.00
H -2.296 -5.277 -1.155 -0.01 0.00 -0.03
Se -2.143 3.115 -3.866 0.16 0.02 0.13
C -2.044 1.285 -4.038 -0.12 -0.08 0.00
N -1.960 0.138 -4.094 0.02 -0.08 0.00
S -1.640 3.122 -1.697 0.08 0.23 -0.22
C -3.057 3.920 -0.991 -0.05 -0.05 0.08
C -2.843 5.115 -0.312 -0.02 -0.02 -0.01
C -3.916 5.742 0.308 -0.01 -0.01 -0.02
C -5.187 5.192 0.224 0.04 0.01 0.00
C -5.392 4.005 -0.473 0.00 -0.01 0.00
C -4.327 3.358 -1.075 -0.05 0.02 0.07
H -1.851 5.549 -0.279 -0.04 -0.02 0.00
H -3.760 6.673 0.837 -0.01 -0.01 0.00
H -6.023 5.692 0.693 0.00 0.00 0.00
H -6.387 3.586 -0.546 0.01 0.01 0.00
H -4.482 2.437 -1.624 0.03 0.00 0.00
```
Forces are in eV/Å.



2.
# C39H45AsIN5O3Ti

A structure of composition C39H45AsIN5O3Ti in a non-equilibrium geometry (the ωB97M-V functional and the def2-TZVPD basis, the Open Molecules 2025 dataset).

Properties
Net charge: 0
Energy relative to the best compared isomer or geometry (same formula, charge and spin) in kcal per mole: 46.96
Highest occupied orbital energy (spin up / spin down) in eV: -4.88 / -4.89
Kohn-Sham gap (spin up / spin down) in eV: 4.79 / 4.79
LUMO energy (spin up / spin down) in eV: -0.10 / -0.09
Total energy in eV: -146822.0386

The geometry in XYZ format:
```
95
Properties=species:S:1:pos:R:3:forces:R:3
Ti -1.125 -0.124 0.796 0.78 -2.27 -1.21
C 1.439 2.277 1.798 0.10 0.06 0.06
N 0.168 2.544 1.134 0.01 0.03 0.02
C 0.368 3.381 -0.032 -0.01 -0.13 -0.06
C -0.888 2.908 2.008 0.06 -0.20 0.15
C -1.436 4.182 2.058 0.05 0.06 -0.01
C -2.517 4.463 2.883 -0.03 -0.01 -0.06
C -3.058 3.455 3.661 -0.03 0.05 0.03
C -2.519 2.179 3.627 0.06 -0.14 -0.13
C -1.426 1.872 2.809 -0.17 0.65 0.14
N -0.904 0.592 2.633 0.26 -0.11 0.15
C -0.954 -0.353 3.636 0.10 -0.69 0.72
C -1.191 -0.121 4.998 0.02 0.18 -0.27
C -1.319 -1.171 5.892 -0.01 -0.07 0.08
C -1.185 -2.479 5.467 0.06 -0.01 0.00
C -0.788 -2.720 4.157 0.02 -0.16 -0.13
C -0.640 -1.681 3.259 0.02 0.28 0.46
N -0.008 -1.808 1.963 -0.10 0.24 0.20
C 1.409 -1.421 2.135 0.42 0.05 -0.03
C -0.032 -3.167 1.411 -0.14 -0.14 -0.14
H 1.990 3.208 1.997 -0.05 0.01 -0.02
H 2.047 1.640 1.154 0.00 -0.01 0.04
H 1.268 1.778 2.748 0.01 -0.06 -0.04
H -0.594 3.692 -0.436 0.02 0.02 -0.03
H 0.890 2.791 -0.787 0.03 0.05 0.02
H 0.971 4.275 0.182 -0.07 0.01 0.02
H -1.009 4.974 1.458 0.02 -0.02 -0.04
H -2.929 5.463 2.905 -0.02 0.02 0.03
H -3.916 3.649 4.292 -0.01 0.02 0.01
H -2.993 1.390 4.191 0.01 0.00 0.03
H -1.256 0.893 5.361 -0.12 0.02 -0.01
H -1.531 -0.955 6.931 -0.02 0.01 0.01
H -1.329 -3.305 6.149 0.01 0.00 0.02
H -0.585 -3.738 3.851 0.02 0.01 -0.07
H 1.930 -2.155 2.762 -0.13 0.03 0.01
H 1.481 -0.444 2.606 -0.05 0.00 -0.04
H 1.897 -1.380 1.163 -0.07 -0.05 0.02
H 0.675 -3.820 1.935 -0.06 0.08 0.09
H 0.257 -3.118 0.367 -0.08 -0.05 0.00
H -1.034 -3.581 1.476 0.00 0.03 -0.07
N -3.004 2.752 -1.363 0.13 -0.50 0.02
C -2.711 1.754 -0.515 -0.69 0.57 -0.35
O -1.624 1.141 -0.623 -0.48 1.00 -0.56
C -3.675 1.405 0.566 0.00 -0.38 0.20
C -3.249 0.051 1.164 -0.31 0.38 -0.44
H -2.421 2.894 -2.173 0.07 0.04 0.04
H -3.944 3.107 -1.396 0.00 0.05 0.08
H -4.694 1.409 0.160 0.06 0.04 -0.01
H -3.631 2.186 1.333 0.04 0.14 -0.16
H -3.787 -0.743 0.632 0.30 -0.06 -0.03
H -3.583 0.010 2.204 0.32 -0.05 0.05
O 0.751 0.023 -0.460 -0.62 0.32 0.75
As 1.732 -0.306 -1.746 0.41 -0.55 -0.60
C 2.888 1.230 -2.007 0.00 -0.02 0.00
C 3.988 1.481 -1.190 -0.20 -0.26 0.14
C 4.732 2.637 -1.357 0.09 0.16 -0.01
C 4.372 3.565 -2.325 -0.11 -0.12 -0.02
C 3.262 3.330 -3.127 0.14 0.15 0.05
C 2.527 2.168 -2.972 -0.13 -0.26 0.00
C 2.641 -1.987 -1.444 -0.08 0.00 0.04
C 3.954 -2.161 -1.017 0.07 0.35 -0.09
C 4.421 -3.436 -0.739 0.08 -0.06 0.04
C 3.583 -4.536 -0.873 -0.11 0.14 -0.04
C 2.273 -4.365 -1.301 0.18 -0.20 0.08
C 1.806 -3.095 -1.586 -0.14 0.50 -0.12
C 0.810 -0.548 -3.425 0.05 0.22 0.08
C -0.303 0.235 -3.707 0.02 0.06 0.21
C -0.958 0.101 -4.919 0.00 0.06 -0.03
C -0.490 -0.806 -5.859 0.11 -0.03 0.02
C 0.638 -1.568 -5.591 -0.07 0.06 -0.09
C 1.293 -1.437 -4.378 0.15 -0.02 0.20
H 4.244 0.782 -0.403 0.07 0.04 -0.02
H 5.593 2.823 -0.728 -0.02 -0.03 0.03
H 4.947 4.471 -2.451 0.03 0.01 0.01
H 2.974 4.059 -3.872 -0.03 -0.02 -0.03
H 1.657 1.987 -3.592 0.08 0.02 -0.08
H 4.617 -1.310 -0.923 0.04 -0.06 0.02
H 5.445 -3.574 -0.418 0.01 0.03 0.01
H 3.949 -5.530 -0.654 0.04 -0.01 0.01
H 1.615 -5.217 -1.417 -0.13 0.08 -0.10
H 0.786 -2.957 -1.941 -0.06 -0.29 0.02
H -0.642 0.943 -2.957 -0.09 -0.02 -0.04
H -1.836 0.697 -5.135 -0.02 0.02 0.02
H -0.997 -0.918 -6.807 -0.05 -0.02 0.01
H 0.998 -2.272 -6.327 0.01 -0.05 0.04
H 2.174 -2.030 -4.166 -0.06 -0.09 -0.04
N -2.813 -1.204 -2.122 -0.20 0.90 0.32
C -2.438 -2.082 -1.102 -1.86 -1.97 -0.49
O -1.569 -1.653 -0.215 0.93 1.38 1.00
C -2.941 -3.343 -1.090 -0.46 1.61 1.50
I -1.235 -4.563 -3.072 0.73 -0.52 -0.91
H -2.188 -0.423 -2.215 0.16 -0.14 -0.27
H -3.061 -1.642 -2.996 0.29 -0.17 0.00
H -3.796 -3.595 -1.692 0.21 -0.11 -0.32
H -2.705 -4.001 -0.269 0.16 -0.10 -0.09
```
Forces are in eV/Å.



3.
# C39H45FN6O3PPb

A structure of composition C39H45FN6O3PPb (the ωB97M-V functional and the def2-TZVPD basis, the Open Molecules 2025 dataset).

Properties
Net charge: +1
Energy relative to the best compared isomer or geometry (same formula, charge and spin) in kcal per mole: 0.00
Highest occupied orbital energy in eV: -9.47
Kohn-Sham gap in eV: 6.29
LUMO energy in eV: -3.18
Total energy in eV: -73505.2565

The geometry in XYZ format:
```
96
Properties=species:S:1:pos:R:3:forces:R:3
Pb 1.214 2.309 -1.954 -0.01 0.00 0.03
F -5.864 0.579 -1.399 0.03 -0.01 -0.04
C -4.951 0.517 -0.395 0.00 0.00 0.02
C -3.654 0.863 -0.624 0.01 0.00 0.00
C -2.735 0.801 0.427 0.02 0.00 0.00
C -1.335 1.208 0.158 -0.03 0.02 0.02
O -1.040 1.551 -0.992 0.00 -0.01 0.00
C -0.462 1.155 1.295 0.00 0.00 0.00
C -0.950 0.698 2.479 0.00 0.02 0.00
N -2.223 0.301 2.713 -0.01 -0.01 0.00
C -2.614 -0.090 4.047 -0.01 0.01 0.00
C -1.724 -1.029 4.796 0.00 -0.01 0.00
C -3.054 -1.504 4.292 0.00 0.00 0.00
C -3.153 0.374 1.692 0.00 0.00 -0.01
C -4.499 0.034 1.902 0.01 -0.02 0.00
C -5.398 0.101 0.864 -0.04 0.00 -0.05
N -6.777 -0.238 1.090 0.03 0.06 0.02
C -7.683 0.887 0.900 -0.04 -0.02 -0.02
C -9.050 0.534 1.448 0.02 0.01 0.01
N -9.546 -0.710 0.755 -0.02 -0.01 0.00
C -8.572 -1.853 0.892 0.00 0.00 -0.01
C -7.228 -1.409 0.352 0.00 0.00 0.01
C 1.007 1.554 1.317 0.01 0.00 -0.02
O 1.649 1.265 2.322 0.00 0.00 0.02
O 1.471 2.180 0.305 0.00 0.02 -0.01
H -3.313 1.191 -1.597 0.00 0.00 0.00
H -0.268 0.644 3.317 0.00 0.00 0.00
H -3.107 0.696 4.608 0.00 0.00 0.00
H -1.597 -0.856 5.854 0.00 0.00 0.00
H -0.845 -1.388 4.279 0.00 0.00 0.00
H -3.853 -1.667 5.002 0.00 0.00 0.00
H -3.050 -2.168 3.439 0.00 0.00 0.00
H -4.851 -0.286 2.871 0.00 0.01 0.00
H -7.770 1.181 -0.157 -0.01 0.00 0.03
H -7.308 1.749 1.450 0.00 0.00 0.01
H -9.780 1.322 1.273 0.00 0.00 0.01
H -9.003 0.298 2.510 -0.01 -0.01 0.00
H -9.676 -0.506 -0.239 0.00 0.00 0.00
H -10.458 -0.978 1.125 0.00 0.00 -0.01
H -8.977 -2.700 0.343 0.00 0.00 0.00
H -8.516 -2.086 1.954 0.00 0.00 0.00
H -7.311 -1.221 -0.730 0.02 0.00 -0.01
H -6.515 -2.220 0.489 -0.01 0.00 0.01
N 1.755 0.311 -2.387 0.00 0.00 -0.03
P 2.250 -0.921 -1.598 0.02 -0.01 0.00
C 2.368 -2.381 -2.675 0.01 0.00 0.02
C 2.320 -2.188 -4.050 0.00 0.01 0.00
C 2.423 -3.274 -4.910 0.00 -0.01 0.00
C 2.571 -4.554 -4.397 0.00 0.01 -0.01
C 2.612 -4.753 -3.022 0.00 0.00 0.01
C 2.509 -3.670 -2.164 0.00 0.00 -0.01
C 1.142 -1.534 -0.275 -0.02 0.01 -0.02
C 1.555 -1.892 1.002 -0.01 -0.02 0.01
C 0.645 -2.431 1.906 0.01 0.01 0.00
C -0.676 -2.620 1.536 0.00 -0.01 -0.01
C -1.102 -2.246 0.265 0.01 -0.01 0.01
C -0.198 -1.701 -0.632 0.00 0.00 0.00
C 3.889 -0.806 -0.806 0.00 -0.01 0.00
C 4.988 -1.514 -1.292 0.00 0.01 0.00
C 6.242 -1.343 -0.721 0.00 0.00 -0.01
C 6.409 -0.468 0.342 -0.01 0.00 0.01
C 5.322 0.246 0.828 0.01 0.00 0.01
C 4.069 0.085 0.256 0.00 -0.01 -0.01
H 2.191 -1.181 -4.426 0.00 0.00 0.00
H 2.387 -3.120 -5.981 0.00 0.00 0.00
H 2.652 -5.400 -5.067 0.00 0.00 0.00
H 2.724 -5.752 -2.621 0.00 0.00 0.00
H 2.538 -3.827 -1.091 0.00 0.00 0.00
H 2.586 -1.759 1.300 -0.01 0.00 0.00
H 0.983 -2.720 2.894 0.00 0.00 0.00
H -1.370 -3.079 2.230 -0.01 0.00 0.00
H -2.135 -2.394 -0.031 0.00 0.00 0.00
H -0.520 -1.404 -1.624 0.00 0.00 0.00
H 4.869 -2.201 -2.120 0.00 0.00 0.00
H 7.087 -1.898 -1.108 0.00 0.00 0.00
H 7.387 -0.339 0.788 0.00 0.00 0.00
H 5.441 0.939 1.651 0.00 0.00 0.00
H 3.242 0.665 0.645 0.01 0.01 -0.01
C 6.218 4.991 -0.243 0.00 0.00 0.00
C 5.796 4.037 -1.355 0.00 0.00 -0.01
C 6.794 2.889 -1.462 -0.01 0.00 0.00
C 5.717 4.801 -2.682 0.00 0.00 0.00
N 4.492 3.495 -0.930 -0.01 0.00 0.01
N 3.854 2.616 -1.845 0.01 -0.02 0.00
H 7.193 5.426 -0.463 0.00 0.00 0.00
H 6.273 4.462 0.708 0.00 0.00 0.00
H 5.502 5.810 -0.140 0.00 0.00 0.00
H 7.778 3.271 -1.738 0.00 0.00 0.00
H 6.495 2.163 -2.222 0.00 0.00 0.00
H 6.871 2.366 -0.509 0.00 0.00 0.00
H 6.686 5.242 -2.923 0.00 0.00 0.00
H 4.983 5.607 -2.621 0.00 0.00 0.00
H 5.452 4.154 -3.522 0.00 0.00 0.00
H 3.850 4.253 -0.732 0.00 0.00 0.00
H 4.127 1.663 -1.626 0.00 0.00 -0.01
H 4.125 2.800 -2.810 0.00 0.02 0.01
```
Forces are in eV/Å.



Question: Which formula does entry 2 have?
Answer: C39H45AsIN5O3Ti



Question: The lowest total energy belongs to which entry?
Answer: C39H44N5OP3S2SeSn



Question: Which of these has the lowest net charge?
Answer: C39H45AsIN5O3Ti



Question: Which value of net charge does entry 2 give?
Answer: 0